[1]
{
  "formula": "C2H4O3",
  "method": "the ωB97M-V functional and the def2-TZVPD basis",
  "de_lowest_kj_mol": 483.3,
  "smiles": "C=C=O.OO",
  "total_energy_ev": -8276.550,
  "homo_lumo_gap_ha": 0.372,
  "e_homo_ev": -9.50,
  "symbols": ["C", "C", "O", "H", "H", "O", "O", "H", "H"],
  "coordinates": [[1.2838, -1.7266, -0.6074], [1.2535, -0.9758, 0.4110], [1.0081, -0.2629, 1.3352], [0.3646, -1.7571, -1.2668], [2.1494, -2.4354, -0.4761], [-2.2808, -0.8647, -0.0009], [-1.7448, -1.4473, -1.2996], [-1.7260, -1.2884, 0.7434], [-2.1649, -0.8284, -1.8078]],
  "forces_ev_per_angstrom": [[0.8, -2.5, -1.8], [-2.4, 3.7, 4.1], [1.2, -1.5, -1.9], [1.6, -0.1, 0.7], [-1.1, 0.4, -1.0], [1.4, -1.3, 0.2], [1.0, -1.8, 4.3], [-0.8, 0.6, -2.1], [-1.7, 2.5, -2.5]]
}

[2]
{
  "formula": "C30H27Br2N8O2SSbTi",
  "method": "the ωB97M-V functional and the def2-TZVPD basis",
  "de_lowest_kj_mol": 0.0,
  "total_energy_ev": -228126.521,
  "homo_lumo_gap_ha": 0.249,
  "e_homo_ev": -13.36,
  "charge": 2,
  "symbols": ["Ti", "C", "C", "C", "C", "C", "C", "N", "Sb", "C", "C", "C", "C", "C", "C", "N", "C", "C", "C", "C", "C", "C", "N", "H", "H", "H", "H", "H", "H", "H", "H", "H", "H", "H", "H", "H", "H", "H", "H", "H", "H", "Br", "C", "C", "C", "Br", "C", "C", "C", "C", "N", "C", "C", "O", "H", "H", "H", "H", "N", "C", "H", "S", "C", "N", "N", "C", "N", "O", "H", "H", "H", "H"],
  "coordinates": [[0.7889, -0.8888, 0.2484], [-0.1705, -4.0759, 0.1540], [-0.9586, -3.2727, 1.1431], [-2.0532, -3.8553, 1.7669], [-2.8035, -3.1298, 2.6688], [-2.3942, -1.8443, 2.9886], [-1.2826, -1.2959, 2.3640], [-0.6156, -1.9981, 1.4266], [-0.6025, 0.4691, 3.4425], [-1.5623, 2.0331, 2.3256], [-2.8894, 2.3404, 2.5784], [-3.4328, 3.4536, 1.9464], [-2.6321, 4.1896, 1.0954], [-1.3057, 3.8028, 0.8945], [-0.4086, 4.5786, -0.0223], [-0.7843, 2.7429, 1.5109], [1.3145, 0.9779, 2.6147], [1.9537, 1.8719, 3.4567], [3.2165, 2.3426, 3.1311], [3.8224, 1.8541, 1.9956], [3.1628, 0.9314, 1.1916], [3.8901, 0.3668, 0.0090], [1.9096, 0.5362, 1.4914], [0.7320, -3.5806, -0.1912], [-0.7946, -4.3291, -0.7056], [0.1319, -5.0142, 0.6212], [-2.3032, -4.8802, 1.5281], [-3.6681, -3.5691, 3.1482], [-2.9208, -1.2815, 3.7498], [-3.4799, 1.7562, 3.2737], [-4.4571, 3.7496, 2.1354], [-3.0156, 5.0715, 0.5987], [-0.3267, 5.6180, 0.2975], [-0.8047, 4.5849, -1.0403], [0.5858, 4.1373, -0.0228], [1.4702, 2.2028, 4.3678], [3.7245, 3.0534, 3.7689], [4.8211, 2.1623, 1.7177], [4.8303, -0.0673, 0.3513], [4.1411, 1.1644, -0.6925], [3.3499, -0.4074, -0.5246], [3.4272, -2.1730, -3.7448], [1.5688, -2.2461, -3.5827], [0.7748, -2.6968, -4.6691], [-0.5882, -2.7443, -4.5788], [-1.5897, -3.3639, -6.0394], [-1.2566, -2.3212, -3.3914], [-2.6479, -2.2966, -3.1694], [-3.1311, -1.8465, -1.9663], [-2.2385, -1.4233, -0.9712], [-0.9307, -1.4390, -1.1427], [-0.4499, -1.8803, -2.3348], [0.9512, -1.8734, -2.4243], [1.5717, -1.4518, -1.3060], [1.2711, -3.0070, -5.5779], [-3.3210, -2.6363, -3.9454], [-4.1928, -1.8080, -1.7708], [-2.6052, -1.0569, -0.0212], [1.1935, 1.8545, -1.7151], [0.8775, 1.0477, -0.9586], [1.3951, 2.5931, -2.3617], [2.9745, -2.9222, 3.6443], [2.4243, -2.4108, 2.2737], [2.0024, -2.0137, 1.2240], [-2.2423, 2.1162, -3.0464], [-2.6147, 1.8463, -1.7607], [-3.8829, 2.1951, -1.4219], [-1.8506, 1.3101, -0.9598], [-2.9042, 2.4321, -3.7338], [-1.4102, 1.6650, -3.3813], [-4.4793, 2.7248, -2.0325], [-4.1050, 2.1726, -0.4418]],
  "forces_ev_per_angstrom": [[0.5, -0.9, 0.0], [0.0, 0.0, 0.0], [0.0, 0.0, 0.0], [0.0, 0.0, 0.0], [0.0, 0.0, 0.0], [0.0, 0.0, 0.0], [0.0, -0.2, 0.1], [-0.1, 0.2, 0.0], [-0.1, 0.2, 0.0], [-0.1, 0.0, 0.0], [0.0, 0.0, 0.0], [0.0, 0.0, 0.0], [0.0, 0.0, 0.0], [0.0, 0.0, 0.0], [0.0, 0.0, 0.0], [0.0, -0.1, 0.0], [0.2, 0.0, 0.1], [0.0, 0.0, 0.0], [0.0, 0.0, 0.0], [0.0, 0.0, 0.0], [0.0, 0.0, 0.0], [0.0, 0.0, 0.0], [-0.2, 0.0, -0.1], [0.0, 0.0, 0.0], [0.0, 0.0, 0.0], [0.0, 0.0, 0.0], [0.0, 0.0, 0.0], [0.0, 0.0, 0.0], [0.0, 0.0, 0.0], [0.0, 0.0, 0.0], [0.0, 0.0, 0.0], [0.0, 0.0, 0.0], [0.0, 0.0, 0.0], [0.0, 0.0, 0.0], [0.0, 0.0, 0.0], [0.0, 0.0, 0.0], [0.0, 0.0, 0.0], [0.0, 0.0, 0.0], [0.0, 0.0, 0.0], [0.0, 0.0, 0.0], [0.0, 0.0, 0.0], [0.0, 0.0, 0.0], [-0.2, -0.1, -0.1], [0.0, 0.0, 0.1], [0.1, 0.0, 0.1], [0.0, 0.0, -0.1], [0.0, 0.0, -0.1], [0.0, 0.0, 0.0], [0.0, 0.0, 0.0], [0.0, 0.1, -0.1], [0.1, 0.1, 0.1], [0.0, 0.0, -0.1], [0.1, 0.3, 0.1], [0.1, -0.1, 0.1], [0.0, 0.0, 0.0], [0.0, 0.0, 0.0], [0.0, 0.0, 0.0], [0.0, 0.0, 0.0], [-0.1, 0.1, 0.0], [-0.2, 0.0, -0.1], [0.0, 0.0, 0.0], [0.0, 0.0, 0.0], [0.0, 0.0, 0.0], [-0.1, 0.0, -0.1], [0.0, 0.0, 0.0], [-0.1, 0.0, 0.0], [0.0, 0.0, 0.0], [-0.1, 0.1, -0.1], [0.0, 0.0, 0.0], [0.0, 0.0, 0.0], [0.0, 0.0, 0.0], [0.0, 0.0, 0.0]]
}

[3]
{
  "formula": "C50H46IMnN6O2P2S3",
  "method": "the ωB97M-V functional and the def2-TZVPD basis",
  "de_lowest_kj_mol": 189.0,
  "total_energy_ev": -156135.969,
  "homo_lumo_gap_ha": [0.194, 0.215],
  "spin_multiplicity": 6,
  "e_homo_ev": [-4.03, -4.53],
  "charge": -1,
  "symbols": ["Mn", "O", "C", "C", "C", "C", "C", "C", "C", "O", "N", "N", "C", "S", "C", "C", "S", "H", "H", "H", "H", "H", "H", "H", "H", "H", "S", "C", "N", "N", "C", "C", "C", "C", "C", "C", "N", "N", "C", "C", "C", "C", "C", "C", "H", "H", "H", "H", "H", "H", "H", "H", "H", "H", "H", "C", "C", "P", "C", "C", "C", "C", "C", "C", "C", "C", "C", "C", "C", "C", "P", "C", "C", "C", "C", "C", "C", "C", "C", "C", "C", "C", "C", "H", "H", "H", "H", "H", "H", "H", "H", "H", "H", "H", "H", "H", "H", "H", "H", "H", "H", "H", "H", "H", "H", "H", "H", "I", "C", "H", "H"],
  "coordinates": [[0.2063, 0.0318, -0.4065], [-0.7646, 2.6370, 4.1701], [-1.9932, 2.3279, 3.7272], [-3.0813, 2.7003, 4.5179], [-4.3729, 2.4140, 4.1216], [-4.6094, 1.7540, 2.9197], [-3.5393, 1.3794, 2.1322], [-2.2257, 1.6505, 2.5163], [-1.1291, 1.1912, 1.6438], [-1.3997, 0.5173, 0.5935], [0.1059, 1.4873, 2.0082], [1.0209, 1.0259, 1.0967], [2.2756, 1.1959, 1.3350], [3.3946, 0.9088, 0.0131], [4.9729, 1.1694, 1.2745], [4.5098, 1.1589, 2.6830], [2.8398, 1.9414, 2.7897], [-0.1118, 2.3174, 3.4971], [-2.8716, 3.2171, 5.4456], [-5.2035, 2.7046, 4.7527], [-5.6203, 1.5328, 2.6041], [-3.6992, 0.8694, 1.1910], [5.3233, 2.1367, 0.9201], [5.6338, 0.3554, 0.9899], [5.1307, 1.7637, 3.3445], [4.4031, 0.1523, 3.0763], [-1.2418, -0.3492, -2.2181], [-1.5828, 1.3484, -2.5921], [-2.5632, 1.5736, -3.4470], [-3.0069, 2.8458, -3.6557], [-3.0441, 3.9456, -2.8097], [-3.1281, 3.8164, -1.4157], [-3.2035, 4.9405, -0.6166], [-3.2102, 6.2139, -1.1743], [-3.1711, 6.3462, -2.5540], [-3.0973, 5.2270, -3.3662], [-0.7941, 2.2630, -2.0711], [0.2110, 1.8612, -1.3044], [1.0774, 2.9676, -1.0685], [0.7518, 3.9527, -0.1418], [1.6115, 5.0180, 0.0717], [2.7890, 5.1292, -0.6559], [3.0924, 4.1747, -1.6145], [2.2374, 3.1038, -1.8241], [-3.2958, 2.9910, -4.6057], [-3.1576, 2.8323, -0.9707], [-3.2690, 4.8203, 0.4586], [-3.2525, 7.0890, -0.5386], [-3.1893, 7.3302, -3.0066], [-3.0675, 5.3395, -4.4446], [-0.1691, 3.8696, 0.4213], [1.3620, 5.7676, 0.8125], [3.4632, 5.9563, -0.4710], [4.0035, 4.2547, -2.1954], [2.4559, 2.3548, -2.5747], [1.2147, -3.4702, 0.7565], [0.5248, -4.0716, -0.4695], [0.3060, -2.7123, -1.7048], [1.8332, -2.7772, -2.7022], [1.9109, -1.8249, -3.7274], [3.0277, -1.7568, -4.5395], [4.0879, -2.6327, -4.3329], [4.0178, -3.5694, -3.3176], [2.8975, -3.6434, -2.4998], [-0.8516, -3.5747, -2.8564], [-0.5754, -3.8228, -4.1990], [-1.5008, -4.4721, -5.0036], [-2.7196, -4.8809, -4.4867], [-3.0130, -4.6238, -3.1558], [-2.0914, -3.9731, -2.3533], [0.4141, -1.8580, 1.2250], [1.2688, -1.5825, 2.8232], [0.6075, -0.9294, 3.8663], [1.2574, -0.6702, 5.0604], [2.5753, -1.0697, 5.2355], [3.2419, -1.7130, 4.2042], [2.6008, -1.9557, 2.9971], [-1.2139, -2.4981, 1.7770], [-2.3275, -2.2800, 0.9671], [-3.5788, -2.7374, 1.3552], [-3.7321, -3.4046, 2.5604], [-2.6239, -3.6452, 3.3611], [-1.3703, -3.2043, 2.9694], [2.2668, -3.2702, 0.5218], [1.1741, -4.1327, 1.6230], [-0.4740, -4.4268, -0.2083], [1.0816, -4.9093, -0.8913], [1.0812, -1.1371, -3.8568], [3.0818, -1.0109, -5.3232], [4.9765, -2.5622, -4.9473], [4.8502, -4.2349, -3.1337], [2.8918, -4.3690, -1.6987], [0.3682, -3.5166, -4.6245], [-1.2660, -4.6602, -6.0440], [-3.4398, -5.3870, -5.1172], [-3.9657, -4.9259, -2.7383], [-2.3458, -3.7676, -1.3204], [-0.4258, -0.6313, 3.7413], [0.7325, -0.1556, 5.8554], [3.0836, -0.8661, 6.1700], [4.2697, -2.0328, 4.3277], [3.1664, -2.4294, 2.2029], [-2.2179, -1.7323, 0.0382], [-4.4372, -2.5629, 0.7183], [-4.7129, -3.7380, 2.8755], [-2.7374, -4.1738, 4.2994], [-0.5130, -3.3990, 3.6013], [5.1810, -2.5569, 0.0745], [2.2219, -0.2337, -0.8739], [2.5496, -1.2335, -0.5617], [2.5641, -0.1151, -1.9043]],
  "forces_ev_per_angstrom": [[-0.3, 0.6, -2.6], [0.0, 0.1, 0.1], [0.0, 0.0, -0.1], [0.0, 0.0, 0.1], [0.1, 0.0, 0.0], [-0.1, 0.0, 0.0], [-0.1, 0.0, 0.0], [0.0, 0.1, 0.0], [0.1, -0.1, -0.2], [-1.0, 0.5, 1.3], [0.0, 0.1, 0.5], [0.6, 0.5, 0.6], [-0.8, 0.6, 0.1], [-0.3, 0.2, 0.8], [-0.2, -0.6, -1.2], [-0.7, 0.1, 0.2], [0.3, -0.1, 0.0], [0.0, -0.1, 0.0], [0.0, 0.0, 0.0], [0.0, 0.0, 0.0], [0.0, 0.0, 0.0], [0.1, 0.0, 0.0], [-0.1, 0.0, 0.0], [0.1, 0.0, 0.1], [0.1, -0.1, -0.1], [0.2, 0.0, 0.0], [0.3, -0.1, 0.0], [-0.2, -0.3, 0.2], [-0.3, -0.4, 0.2], [0.4, 0.3, -0.1], [-0.1, 0.0, 0.2], [-0.1, -0.1, -0.1], [0.0, 0.0, 0.0], [0.0, 0.1, 0.1], [0.0, 0.0, 0.0], [0.0, -0.1, 0.0], [-0.1, 0.9, -0.1], [-0.2, -0.1, -0.4], [0.2, 0.1, 0.0], [0.1, -0.1, 0.1], [0.0, 0.1, 0.0], [0.0, 0.0, 0.0], [0.1, 0.0, 0.0], [-0.2, 0.0, 0.0], [-0.1, 0.0, 0.0], [0.1, -0.1, 0.0], [0.0, 0.0, 0.0], [0.0, 0.0, 0.0], [0.0, 0.0, 0.0], [0.1, 0.0, 0.0], [0.0, 0.0, 0.0], [0.0, 0.0, 0.0], [0.0, 0.0, 0.0], [0.0, 0.0, 0.0], [0.0, 0.0, 0.0], [0.1, 0.2, -0.4], [0.1, 0.3, 0.1], [0.0, -1.4, -0.6], [0.0, 0.2, -0.1], [0.0, 0.0, 0.1], [0.0, 0.0, 0.0], [0.0, 0.0, 0.0], [0.1, -0.1, -0.1], [-0.1, 0.0, -0.1], [-0.1, 0.1, 0.0], [0.0, 0.0, 0.1], [-0.1, 0.0, 0.0], [0.0, 0.0, 0.0], [-0.1, 0.0, 0.1], [0.0, 0.0, 0.0], [0.1, -1.4, 1.1], [0.0, 0.3, 0.0], [0.0, 0.0, -0.1], [-0.1, 0.0, 0.1], [0.1, 0.0, 0.0], [0.0, 0.0, 0.1], [-0.1, -0.1, -0.1], [-0.1, 0.2, -0.1], [0.1, 0.0, 0.0], [-0.1, -0.1, 0.0], [0.0, 0.0, 0.0], [0.0, 0.0, 0.1], [0.0, 0.0, -0.1], [0.0, 0.0, 0.1], [0.0, 0.0, 0.0], [0.0, 0.0, 0.0], [0.0, 0.0, 0.1], [0.0, 0.1, -0.1], [0.0, 0.0, 0.0], [0.0, 0.0, 0.0], [0.0, 0.0, 0.0], [0.0, 0.0, 0.0], [0.0, 0.0, 0.0], [0.0, 0.0, 0.0], [0.0, 0.0, 0.0], [0.0, 0.0, 0.0], [0.0, 0.0, 0.0], [0.0, 0.0, 0.1], [0.0, 0.0, 0.0], [0.0, 0.0, 0.0], [0.0, 0.0, 0.0], [0.0, 0.0, 0.0], [-0.1, 0.1, 0.0], [0.0, 0.0, 0.0], [0.0, 0.0, 0.0], [0.0, 0.0, 0.0], [0.0, 0.0, 0.0], [0.1, 0.0, 0.2], [2.4, -0.3, 0.2], [-0.2, -0.1, -0.2], [-0.2, -0.1, -0.1]]
}